(one)
ORCA calculation (wB97M-V/def2-TZVPD) on the ion C6H11N2 with charge +1.

The geometry in ORCA input format:
```
! RIJCOSX wB97M-V def2-TZVPD def2/J DEFGRID3
* xyz 1 1
N -0.534 -1.217 1.043
N 0.251 1.278 -0.176
C 1.557 -2.091 1.927
C 0.141 0.120 -0.939
C 0.450 -2.186 1.176
C -0.088 2.453 -0.702
C -0.910 -0.875 -0.309
C -0.792 2.690 -1.862
H 0.184 3.325 -0.117
H 2.207 -2.943 2.032
H -0.286 -0.373 1.536
H 0.202 -3.133 0.708
H -0.071 0.283 -2.005
H -1.903 -0.425 -0.295
H 1.748 -1.193 2.503
H -0.940 -1.760 -0.941
H 1.078 -0.457 -1.006
H -1.116 1.893 -2.515
H -1.063 3.719 -2.053
*
```

***

(two)
ORCA calculation (wB97M-V/def2-TZVPD) on a cluster of 2 separate species, C6H11N2 in total.

The geometry in ORCA input format:
```
! RIJCOSX wB97M-V def2-TZVPD def2/J DEFGRID3
* xyz 1 1
N -1.826 -1.367 -0.347
N -0.373 1.802 -0.130
C 1.312 -0.540 -1.191
C -2.417 -2.339 -0.246
C 1.380 0.010 0.206
C -1.392 2.779 -0.045
C 0.343 0.964 0.248
C 1.167 -1.191 1.263
H 2.369 0.469 0.277
H 0.823 -0.805 2.257
H -2.219 2.516 -0.593
H 0.361 -1.895 0.986
H -3.079 -3.158 -0.144
H 2.131 -1.226 -1.113
H 0.366 -0.894 -1.387
H 1.574 0.077 -2.077
H -1.606 2.897 1.000
H -0.992 3.763 -0.326
H 2.079 -1.864 1.364
*
```

***

(three)
ORCA calculation (wB97M-V/def2-TZVPD) on a cluster of 2 separate species, C6H11N2 in total.

The geometry in ORCA input format:
```
! RIJCOSX wB97M-V def2-TZVPD def2/J DEFGRID3
* xyz 1 1
N -1.369 -0.732 -0.452
N 0.230 0.257 0.836
C -0.252 -1.004 0.240
C 3.110 -0.538 0.619
C -0.017 1.233 -0.248
C 3.237 0.660 0.718
C -2.417 -1.443 -0.787
C -1.231 0.622 -0.876
H -0.413 0.335 1.684
H -2.352 -2.500 -0.489
H 1.189 0.405 1.167
H -3.326 -1.023 -1.070
H -0.212 2.322 0.104
H -1.074 0.619 -1.985
H 3.438 1.697 0.473
H -2.032 1.228 -0.766
H 0.960 1.298 -0.869
H -0.349 -1.819 0.953
H 2.879 -1.616 0.748
*
```

***

Which of them is most stable? Easy: (two).

***

(one)
ORCA calculation (wB97M-V/def2-TZVPD) on an isolated molecule of C18H27NO5.

Properties
SMILES: COc1cc(CCC(=O)N2C[C@@H](C)O[C@@H](C)C2)cc(OC)c1OC

The geometry in ORCA input format:
```
! RIJCOSX wB97M-V def2-TZVPD def2/J DEFGRID3
* xyz 0 1
O -4.529 -1.880 -0.144
O -5.089 0.889 0.262
O 4.918 1.158 -0.500
O -3.226 2.626 0.253
O 2.623 -2.823 0.430
N 3.211 -0.684 0.765
C -1.173 -0.367 -0.372
C 3.549 1.460 -0.342
C -3.841 0.384 0.029
C -2.260 3.643 0.295
C -2.180 -1.315 -0.385
C 2.290 -1.672 0.646
C 0.260 -0.787 -0.543
C -2.810 1.344 0.045
C 4.616 -0.990 0.572
C 3.412 2.970 -0.215
C 0.829 -1.293 0.795
C -3.509 -0.962 -0.174
C 2.984 0.735 0.895
C -4.229 -3.231 -0.392
C 6.645 -0.440 -0.831
C -6.221 0.232 -0.261
C 5.149 -0.232 -0.650
C -1.491 0.964 -0.145
H -7.032 0.957 -0.185
H 3.843 3.450 -1.089
H 4.709 -2.067 0.431
H -6.476 -0.662 0.313
H 6.858 -1.494 -0.980
H 4.606 -0.589 -1.544
H 0.681 -0.549 1.578
H 0.334 -1.593 -1.275
H -1.913 -2.346 -0.552
H 7.174 -0.086 0.050
H 6.992 0.124 -1.691
H 5.174 -0.682 1.463
H -2.812 4.565 0.471
H 2.365 3.250 -0.132
H -6.079 -0.043 -1.309
H -0.703 1.699 -0.136
H 0.294 -2.198 1.082
H -3.794 -3.373 -1.387
H -3.552 -3.641 0.365
H 1.927 0.963 1.005
H -1.546 3.491 1.112
H -5.183 -3.754 -0.339
H 3.521 1.095 1.782
H 0.851 0.056 -0.905
H -1.715 3.726 -0.652
H 3.000 1.104 -1.234
H 3.948 3.315 0.665
*
```

***

(two)
ORCA calculation (wB97M-V/def2-TZVPD) on an isolated molecule of C18H27NO5.

Properties
SMILES: CCCOC(=O)Cc1ccc(OCC(=O)N(CC)CC)c(OC)c1

The geometry in ORCA input format:
```
! RIJCOSX wB97M-V def2-TZVPD def2/J DEFGRID3
* xyz 0 1
O 2.430 2.195 -0.824
O 3.327 0.257 -0.119
O -2.897 -1.519 -1.028
O -0.735 -3.282 -1.248
O -3.088 1.375 0.814
N -2.161 -0.512 1.622
C -1.300 0.264 2.500
C 3.838 3.897 0.193
C -2.966 0.163 0.781
C 0.660 -1.474 -1.835
C -1.727 -3.994 -1.963
C 2.771 0.913 -0.958
C 2.296 0.379 -2.298
C 5.172 3.258 -0.173
C -1.442 0.309 -1.710
C -3.072 -2.412 2.892
C -0.171 0.756 -2.023
C -2.123 -1.952 1.786
C 2.742 2.855 0.403
C 0.060 0.509 1.851
C -3.725 -0.646 -0.281
C -0.610 -1.942 -1.528
C -1.673 -1.030 -1.429
C 0.897 -0.128 -2.068
H -1.794 1.220 2.690
H -0.009 1.806 -2.211
H -4.236 0.072 -0.933
H 1.817 3.331 0.738
H 0.701 1.064 2.532
H 5.089 2.710 -1.109
H -1.660 -5.023 -1.611
H 5.939 4.020 -0.289
H -2.729 -3.605 -1.776
H -2.809 -1.959 3.845
H 3.059 2.103 1.133
H 2.300 1.187 -3.029
H 5.487 2.563 0.602
H -4.479 -1.288 0.185
H -4.097 -2.135 2.656
H -0.066 1.085 0.937
H -1.184 -0.273 3.443
H 3.939 4.467 1.118
H -2.249 1.021 -1.651
H -3.018 -3.492 2.997
H -2.382 -2.450 0.854
H -1.096 -2.233 2.034
H 3.526 4.581 -0.598
H 0.549 -0.428 1.597
H 2.954 -0.429 -2.612
H 1.468 -2.189 -1.860
H -1.525 -3.964 -3.039
*
```

***

Which of them is most stable? Easy: (two).